Entry 1:
106
Properties=species:S:1:pos:R:3 method="wB97M-V/def2-TZVPD" total_energy_ev=-660100.4772 max_force_ev_per_a=7.392 relative_energy_kcal_mol=116.1 charge=-1 homo_lumo_gap_ev=7.29
C 4.410 2.097 -2.889
C 4.284 1.511 -4.415
C 2.725 1.399 -4.971
Cl 2.679 2.362 -6.581
N 1.693 1.799 -3.941
C 0.964 3.044 -4.261
O 0.112 3.670 -3.242
O 0.760 4.690 -2.713
C 0.933 0.636 -3.412
C -0.054 0.029 -4.619
Cl 2.029 -0.827 -2.890
C 0.041 0.831 -2.054
O 0.640 1.497 -1.028
O -1.316 0.331 -1.798
H 4.470 3.276 -2.941
H 3.613 1.696 -2.132
H 5.477 1.752 -2.479
H 4.778 0.427 -4.444
H 4.942 2.173 -5.156
H 2.618 0.276 -5.363
H 0.261 2.893 -5.214
H 1.783 3.897 -4.453
H 0.791 4.596 -1.712
H 0.204 -1.114 -4.840
H -1.193 0.174 -4.396
H 0.146 0.591 -5.653
C 4.071 -2.854 -0.185
Cl 4.647 -4.127 0.904
Cl 4.968 -1.350 0.087
Cl 4.218 -3.367 -1.875
H 3.015 -2.669 0.028
C 1.449 2.839 2.303
Cl 1.071 2.143 3.889
Cl 0.577 4.363 2.069
Cl 3.195 3.089 2.134
H 1.126 2.135 1.532
C 2.611 -3.347 4.544
Cl 1.755 -3.431 2.996
Cl 4.023 -4.417 4.534
Cl 3.097 -1.680 4.896
H 1.932 -3.681 5.333
C -2.036 4.131 5.453
Cl -3.608 4.131 4.636
Cl -1.609 5.767 5.983
Cl -2.051 3.015 6.830
H -1.278 3.791 4.743
C -4.024 1.183 0.506
Cl -5.073 -0.172 0.958
Cl -4.944 2.417 -0.371
Cl -3.258 1.882 1.943
H -3.238 0.805 -0.153
C 8.190 -1.409 2.716
Cl 6.865 -2.360 3.409
Cl 8.636 -0.080 3.801
Cl 9.592 -2.442 2.389
H 7.849 -0.981 1.770
C -9.219 0.034 0.903
Cl -10.481 1.025 1.657
Cl -7.884 1.052 0.338
Cl -8.629 -1.191 2.039
H -9.653 -0.477 0.040
C 12.607 -4.463 1.719
Cl 13.182 -5.737 2.808
Cl 13.503 -2.959 1.992
Cl 12.753 -4.977 0.029
H 11.551 -4.278 1.932
C 0.374 -4.649 -4.973
Cl -0.838 -3.425 -5.388
Cl 0.791 -5.618 -6.397
Cl 1.821 -3.886 -4.294
H -0.052 -5.314 -4.218
C -1.365 -2.617 -0.215
Cl -0.996 -3.116 1.444
Cl -0.269 -3.406 -1.362
Cl -3.052 -2.984 -0.614
H -1.221 -1.536 -0.290
C 12.508 -8.638 5.397
Cl 10.997 -7.724 5.250
Cl 12.629 -9.388 6.998
Cl 12.618 -9.867 4.125
H 13.344 -7.944 5.278
C -6.068 4.456 -3.909
Cl -6.269 6.070 -4.613
Cl -6.584 4.448 -2.214
Cl -6.975 3.254 -4.842
H -5.008 4.194 -3.948
C -7.951 -0.542 6.237
Cl -6.472 0.388 6.531
Cl -9.015 -0.483 7.654
Cl -8.793 0.066 4.802
H -7.674 -1.584 6.059
C 1.617 -1.513 -8.114
Cl 2.922 -0.646 -7.286
Cl 0.050 -0.768 -7.756
Cl 1.905 -1.547 -9.862
H 1.601 -2.543 -7.748
C -12.995 4.277 2.545
Cl -12.591 4.097 0.829
Cl -14.493 5.203 2.739
Cl -13.140 2.690 3.320
H -12.185 4.825 3.034
C -9.327 4.067 4.346
Cl -9.705 3.372 5.931
Cl -10.200 5.592 4.111
Cl -7.581 4.318 4.177
H -9.650 3.363 3.575

***

Entry 2:
14
Properties=species:S:1:pos:R:3 method="wB97M-V/def2-TZVPD" total_energy_ev=-8266.4593 max_force_ev_per_a=5.045 relative_energy_kcal_mol=145.7 charge=+1 homo_lumo_gap_ev=8.69
C 2.382 0.214 -0.245
C 2.292 -1.015 0.521
C 1.111 0.743 -0.246
C -2.055 0.578 0.770
C -0.917 0.055 0.463
N 1.068 -1.286 0.698
N 0.332 -0.182 0.336
H 3.286 0.698 -0.498
H 2.989 -1.705 0.683
H 0.599 1.643 -0.653
H -2.318 1.106 1.752
H -2.875 0.579 0.075
H -3.005 -0.361 -1.643
H -2.890 -1.065 -2.013

***

Entry 3:
75
Properties=species:S:1:pos:R:3 method="wB97M-V/def2-TZVPD" total_energy_ev=-53418.3746 max_force_ev_per_a=2.163 relative_energy_kcal_mol=0.0 charge=-1 homo_lumo_gap_ev=7.30
N 0.945 -0.092 -0.747
H 0.810 -0.395 -1.725
H 0.645 0.908 -0.742
H 1.924 -0.214 -0.430
H 0.266 -0.588 -0.125
C -1.675 -2.119 1.322
O -1.132 -3.314 1.913
O -0.902 -1.735 0.333
C -3.135 -2.325 0.913
F -3.382 -3.518 0.322
F -3.945 -2.313 2.018
F -3.591 -1.368 0.097
C -1.578 -3.639 3.205
C -0.778 -4.853 3.689
H -0.543 -5.519 2.856
H 0.186 -4.591 4.124
H -1.382 -5.421 4.401
H -2.648 -3.853 3.264
H -1.341 -2.832 3.919
H -1.661 -1.330 2.114
C 4.119 0.470 0.887
O 3.762 0.790 2.265
O 3.501 -0.581 0.479
C 3.798 1.797 0.076
F 3.247 1.533 -1.124
F 2.938 2.643 0.689
F 4.923 2.502 -0.199
C 4.778 1.316 3.059
C 4.106 1.845 4.310
H 3.684 1.030 4.896
H 4.792 2.426 4.942
H 3.336 2.584 4.081
H 5.261 2.148 2.523
H 5.593 0.639 3.348
H 5.231 0.396 0.861
C 1.142 -1.133 3.220
O 2.359 -1.768 2.917
H 1.294 -0.069 3.462
H 0.480 -1.129 2.337
H 0.617 -1.646 4.024
H 2.843 -1.190 2.295
C -0.525 2.319 1.389
C -0.989 2.508 -0.030
C -1.941 3.692 -0.181
O -2.469 3.615 -1.504
C -3.723 4.250 -1.708
N 0.186 2.663 -0.923
H -1.377 2.153 2.054
H 0.029 3.172 1.794
H 0.125 1.453 1.524
H -1.580 1.654 -0.373
H -1.463 4.671 -0.070
H -2.749 3.520 0.544
H -4.022 4.797 -0.808
H -4.472 3.478 -1.882
H -3.611 4.956 -2.529
H 0.765 3.425 -0.587
H -0.193 2.913 -1.833
C -0.648 -0.185 -5.841
C -0.639 -0.351 -4.317
C -1.219 -1.666 -3.871
O -2.507 -1.807 -4.396
C -3.248 -2.883 -3.873
N 0.680 -0.140 -3.700
H -0.134 0.711 -6.184
H -1.699 -0.067 -6.135
H -0.369 -1.107 -6.356
H -1.292 0.437 -3.925
H -1.275 -1.689 -2.767
H -0.565 -2.529 -4.094
H -4.268 -2.794 -4.243
H -3.255 -2.862 -2.785
H -2.842 -3.830 -4.253
H 1.048 0.761 -4.008
H 1.352 -0.732 -4.197

***

Entry 4:
9
Properties=species:S:1:pos:R:3 method="wB97M-V/def2-TZVPD" total_energy_ev=-8280.0119 max_force_ev_per_a=1.025 relative_energy_kcal_mol=35.7 charge=0 homo_lumo_gap_ev=11.11
O -1.483 2.554 0.200
C -0.745 2.043 0.970
O 0.174 1.083 0.648
H -0.589 2.359 2.012
H -0.153 0.166 0.711
C 0.693 -2.062 -1.159
O 0.342 -1.655 -0.091
H 0.186 -2.885 -1.672
H 1.576 -1.604 -1.620

***

Entry 5:
12
Properties=species:S:1:pos:R:3 method="wB97M-V/def2-TZVPD" total_energy_ev=-18135.9680 max_force_ev_per_a=3.434 relative_energy_kcal_mol=68.7 charge=0 homo_lumo_gap_ev=8.37
C -0.413 -1.347 0.802
C -0.042 0.048 0.476
C 0.741 0.326 -0.758
O -0.184 1.105 1.316
O 0.011 1.220 -1.591
S -1.865 -1.108 -0.293
H 0.187 -2.131 0.252
H -0.675 -1.544 1.829
H 1.199 -0.679 -1.249
H 1.621 0.844 -0.488
H 0.341 1.816 0.869
H -0.923 1.449 -1.164